Entry 1:
Here is a structure of composition C5H14N2 at a distorted geometry from the Open Molecules 2025 dataset. Energies are from the ωB97M-V functional and the def2-TZVPD basis.

Last column: Mulliken charge in e.
Cartesian coordinates (Å):
C -1.7036 -3.1297 -1.0005  -0.753
N -0.4671 0.0581 -1.6141  -0.759
C -0.2032 0.7913 -0.5965  0.603
C 1.2540 1.0758 -0.1965  -0.557
C 1.6071 0.7817 1.2542  -0.651
N 1.0158 -0.4192 1.8258  -0.511
C -1.1790 1.6878 0.1266  -1.186
H -1.5891 -2.0557 -0.9668  0.078
H -2.7609 -3.3354 -1.1199  0.289
H -1.1019 -3.5076 -1.8208  0.232
H -1.3859 -3.5958 -0.0653  0.239
H -0.2086 -0.5474 -0.6797  0.086
H 1.4696 2.1139 -0.3987  0.365
H 1.8795 0.4800 -0.8624  0.368
H 1.3341 1.6135 1.9009  0.300
H 2.6827 0.6381 1.3697  0.376
H 1.6360 -1.2167 1.7901  0.255
H 0.1498 -0.7193 1.4043  0.224
H -2.2231 1.4362 -0.0024  0.305
H -0.9325 1.6938 1.1787  0.349
H -1.0029 2.7214 -0.1911  0.348

## Properties
DFT total energy   -8388.7878 eV
E_LUMO   0.8 eV
HOMO energy   -8.170 eV

=====

Entry 2:
Here is the molecule C5H14N2 at a distorted geometry from the Open Molecules 2025 dataset. Energies are from the ωB97M-V functional and the def2-TZVPD basis.

Last column: Mulliken charge in e.
Cartesian coordinates (Å):
C 1.6628 0.7516 1.1888  -1.496
C 0.7092 1.1774 0.0563  0.593
N 0.3588 2.6388 0.0105  -0.676
C -0.6537 0.4517 0.0626  -0.775
N -0.3224 -0.9125 -0.3214  0.117
C -0.6880 -1.2886 -1.6920  -1.259
C -0.9304 -1.9665 0.5416  -1.253
H 2.2415 -0.0239 1.0396  0.464
H 2.2612 1.6573 1.4866  0.376
H 1.0243 0.6338 2.1028  0.290
H 1.2791 0.8984 -0.8843  0.130
H 0.5994 3.1161 0.8117  0.236
H 0.9953 3.1239 -0.6171  0.266
H -1.2074 0.4459 1.0970  0.370
H -1.3459 0.8788 -0.7698  0.268
H -0.2439 -0.6510 -2.3613  0.410
H -1.7883 -1.4992 -2.0136  0.351
H -0.3324 -2.2468 -1.9503  0.433
H -0.8956 -2.2101 1.5944  0.359
H -2.0617 -2.0356 0.3113  0.359
H -0.6620 -2.9397 0.3066  0.437

## Properties
DFT total energy   -8389.6895 eV
E_LUMO   1.1 eV
HOMO energy   -8.486 eV
SMILES   C[C@H](N)CN(C)C

=====

Entry 3:
Here is a cluster of 2 separate species, C5H14N2 in total from the Open Molecules 2025 dataset. Energies are from the ωB97M-V functional and the def2-TZVPD basis.

Last column: Mulliken charge in e.
Cartesian coordinates (Å):
C -0.2699 -1.1523 0.5376  -0.444
C -1.7695 -1.1664 0.7709  -1.467
C 0.2057 -1.7754 -0.7475  -0.781
H 0.2594 -1.5297 1.4142  0.478
H -0.4221 0.5116 -0.2126  -0.225
H -2.0501 -0.5910 1.6566  0.326
H -2.1482 -2.1902 0.9155  0.406
H -2.3199 -0.7420 -0.0742  0.338
H 1.1744 -2.2697 -0.6326  0.243
H -0.5009 -2.5106 -1.1528  0.389
H 0.3438 -1.0212 -1.5500  0.192
N -0.4449 2.3745 0.6355  -0.612
N 1.9117 0.6783 0.1771  -0.290
C -0.0960 1.5938 -0.5575  0.098
C 1.2883 1.2828 -0.8327  -0.257
H -0.3697 1.8044 1.4697  0.264
H 0.1670 3.1747 0.7437  0.241
H 2.7793 0.2008 -0.0325  0.290
H 1.1895 0.0954 0.7310  0.158
H -0.6450 1.9426 -1.4300  0.259
H 1.7173 1.2897 -1.8294  0.395

## Properties
DFT total energy   -8388.6163 eV
E_LUMO (spin up / spin down)   0.2 / 0.6 eV
HOMO energy (spin up / spin down)   -6.519 / -7.000 eV

=====

Entry 4:
Here is the ion C5H14N2 with charge +1 at a distorted geometry from the Open Molecules 2025 dataset. Energies are from the ωB97M-V functional and the def2-TZVPD basis.

Last column: Löwdin spin population.
Cartesian coordinates (Å):
N -1.3152 -1.8799 0.2138  0.007
C -1.4725 0.6475 -2.1000  0.007
C -0.3225 -0.1303 -1.3818  0.039
C -0.6031 -0.5580 0.0878  0.037
C 0.7856 -0.6129 0.7675  0.062
N 1.5739 0.6503 0.6424  0.688
C 1.4344 1.6597 1.7832  0.055
H -1.9493 -1.8624 -0.5684  0.002
H -1.7025 -1.7555 1.1266  0.001
H -1.8446 1.5511 -1.5849  0.000
H -1.1002 0.8597 -3.0121  0.002
H -2.2595 -0.1732 -2.2729  0.004
H 0.0572 -0.8475 -2.1881  0.002
H 0.5080 0.6640 -1.3734  0.013
H -1.3149 0.1927 0.4127  0.001
H 0.6203 -1.0166 1.7967  0.031
H 1.4108 -1.4320 0.3591  0.001
H 2.5471 0.4546 0.3973  0.014
H 0.4434 1.9713 1.9482  0.002
H 1.9279 1.3503 2.6554  0.027
H 1.9131 2.6151 1.3705  0.006

## Properties
Spin multiplicity   2
Net charge   +1
DFT total energy   -8382.1170 eV
E_LUMO (spin up / spin down)   -3.1 / -8.2 eV
HOMO energy (spin up / spin down)   -13.692 / -13.645 eV

=====

Entry 5:
Here is the ion C5H14N2 with charge +1 at a distorted geometry from the Open Molecules 2025 dataset. Energies are from the ωB97M-V functional and the def2-TZVPD basis.

Last column: Löwdin spin population.
Cartesian coordinates (Å):
C 0.7576 0.0726 -0.0294  0.061
N -0.1274 0.8170 -0.9155  0.565
C -1.3788 0.2938 -1.3636  0.066
C 0.6181 1.7712 -1.6638  0.069
C -0.1583 -0.8408 1.0097  0.018
C 0.6489 -1.9707 1.7097  0.001
N -0.8618 0.1916 1.6957  0.042
H 1.4130 0.7622 0.5431  0.012
H 1.4767 -0.5666 -0.4721  0.034
H -1.9958 1.0431 -1.8963  0.002
H -1.1799 -0.5829 -1.9593  0.036
H -2.1905 -0.1265 -0.6342  0.020
H 1.1937 1.2725 -2.5203  0.051
H 1.4536 2.1778 -1.1210  0.009
H 0.1416 2.6416 -2.2513  0.008
H -0.8619 -1.2796 0.2003  0.004
H 1.2748 -2.4719 1.0049  0.001
H 1.3651 -1.7458 2.6526  0.000
H -0.1414 -2.7398 1.9279  0.000
H -0.8364 0.1391 2.7664  0.001
H -0.6110 1.1420 1.3166  0.002

## Properties
Spin multiplicity   2
Net charge   +1
DFT total energy   -8382.1477 eV
E_LUMO (spin up / spin down)   -2.8 / -7.3 eV
HOMO energy (spin up / spin down)   -13.232 / -13.058 eV

=====

Entry 6:
Here is a structure of composition C5H14N2 at a distorted geometry from the Open Molecules 2025 dataset. Energies are from the ωB97M-V functional and the def2-TZVPD basis.

Last column: Mulliken charge in e.
Cartesian coordinates (Å):
C 1.3367 2.0933 0.3078  -1.291
C 0.5361 0.7380 0.3758  0.029
C -0.0619 0.3749 -0.9267  -0.455
C -1.0214 -0.7654 -0.5927  0.162
C -1.1234 -1.9420 -1.2479  -0.804
N -2.3112 -0.4110 0.1566  -0.269
N 1.7912 -0.5634 0.9930  -0.616
H 1.9579 2.1125 1.2030  0.416
H 0.5576 2.8349 0.4201  0.404
H 1.8937 2.1691 -0.6051  0.377
H 0.0838 0.6113 1.3715  0.379
H 0.7586 0.2809 -1.6751  0.508
H -0.5409 1.2893 -1.3236  0.360
H -2.0243 -2.5824 -1.1475  0.324
H -0.2263 -2.4159 -1.6622  0.302
H -2.0891 0.3532 0.8014  0.378
H -3.1036 -0.0720 -0.3949  0.354
H -2.4966 -1.2461 0.7209  0.397
H 2.4730 -0.7878 0.2643  0.358
H 2.2362 -0.5678 1.9280  0.350
H 1.3740 -1.5034 1.0334  0.335

## Properties
Net charge   +2
DFT total energy   -8373.0884 eV
E_LUMO   -7.5 eV
HOMO energy   -19.008 eV

=====

Entry 7:
Here is the ion C5H14N2 with charge +3 at a distorted geometry from the Open Molecules 2025 dataset. Energies are from the ωB97M-V functional and the def2-TZVPD basis.

Last column: Löwdin spin population.
Cartesian coordinates (Å):
C 0.4460 -1.7633 -0.6628  0.005
C 0.4329 -0.3491 -1.3025  0.037
C -0.6262 0.6108 -0.6129  0.053
C -0.2994 1.2197 0.7175  0.314
C 0.1613 0.6406 1.8980  0.455
N -0.2633 0.9984 3.2544  0.059
N 0.1144 -0.4850 -2.7618  0.008
H 1.1890 -2.3774 -1.1359  0.003
H -0.5099 -2.2638 -0.8407  0.000
H 0.6434 -1.6229 0.3929  0.001
H 1.4390 -0.0162 -1.0870  0.000
H -0.7978 1.4667 -1.2540  -0.001
H -1.5436 0.0096 -0.5551  0.007
H -0.1057 2.3018 0.6015  0.017
H 0.8686 -0.1928 1.8925  0.022
H 0.4059 0.6234 3.9494  0.002
H -0.3682 2.0246 3.3698  0.007
H -1.1785 0.5757 3.5149  0.011
H 0.3010 0.3687 -3.3158  0.000
H 0.5927 -1.2957 -3.1669  0.001
H -0.9018 -0.4738 -2.8953  0.000

## Properties
Spin multiplicity   2
Net charge   +3
DFT total energy   -8356.2871 eV
E_LUMO (spin up / spin down)   -15.3 / -17.2 eV
HOMO energy (spin up / spin down)   -24.432 / -24.539 eV

=====

Entry 8:
Here is a structure of composition C5H14N2O at a distorted geometry from the Open Molecules 2025 dataset. Energies are from the ωB97M-V functional and the def2-TZVPD basis.

Last column: Mulliken charge in e.
Cartesian coordinates (Å):
C -1.1505 0.7854 0.1495  -0.284
C -1.0311 -1.0851 1.0066  -0.584
C -0.1071 1.5970 0.8594  -0.844
N -1.0926 0.7699 -1.2079  -0.436
O -1.1027 -0.7804 2.3943  -0.549
H -1.8710 -0.2264 2.5559  0.336
H -2.1652 0.9343 0.5204  0.502
H -1.7999 0.2468 -1.7018  0.216
H -0.1783 0.8454 -1.6657  0.352
H -0.5455 -2.0601 0.9509  0.337
H -2.0174 -1.3867 0.6253  0.326
H -0.4025 2.6489 0.8704  0.360
H 0.8504 1.5120 0.3523  0.126
H -0.0008 1.2561 1.8881  0.309
C 1.5724 -1.1424 -0.3440  -0.577
C 1.5023 -0.5740 -1.6772  -0.025
N 1.8143 0.6076 -2.0863  -0.722
H 2.3131 1.1385 -1.3681  0.244
H 0.9958 -1.1946 -2.4220  0.365
H 1.5433 -2.2301 -0.3271  0.410
H 0.4696 -0.8923 0.3716  -0.170
H 2.4035 -0.7698 0.2555  0.308

## Properties
DFT total energy   -10435.6811 eV
E_LUMO   0.8 eV
HOMO energy   -7.749 eV

=====

Entry 9:
Here is the molecule C5H14N2O at a distorted geometry from the Open Molecules 2025 dataset. Energies are from the ωB97M-V functional and the def2-TZVPD basis.

Last column: Mulliken charge in e.
Cartesian coordinates (Å):
C -1.8425 0.9827 -0.4994  -1.156
C -0.6586 1.1249 0.4543  -0.918
C 0.7313 0.4291 -0.0152  1.089
C 1.9258 1.2892 0.4198  -1.841
O 0.6920 0.3327 -1.4177  -0.598
N 0.9324 -0.8939 0.5396  -0.427
C -0.1807 -1.8197 0.5041  -0.435
N -0.3930 -2.2945 -0.8489  -0.626
H -2.1954 -0.0421 -0.5557  0.258
H -2.6681 1.6085 -0.1634  0.410
H -1.5594 1.2974 -1.5005  0.295
H -0.4219 2.1880 0.5277  0.407
H -0.9181 0.8148 1.4709  0.351
H 1.9135 2.2280 -0.1297  0.409
H 1.8817 1.4990 1.4852  0.387
H 2.8574 0.7673 0.2016  0.471
H 1.3983 -0.2715 -1.6824  0.485
H 1.2831 -0.8219 1.4857  0.278
H 0.0930 -2.6822 1.1207  0.396
H -1.0864 -1.2713 0.9285  0.260
H -1.1623 -2.9521 -0.8701  0.239
H -0.6219 -1.5123 -1.4551  0.265

## Properties
DFT total energy   -10439.6113 eV
E_LUMO   1.0 eV
HOMO energy   -8.869 eV
SMILES   CC[C@](C)(O)NCN

=====

Entry 10:
Here is a cluster of 2 separate species, C5H14N2O in total from the Open Molecules 2025 dataset. Energies are from the ωB97M-V functional and the def2-TZVPD basis.

Last column: Mulliken charge in e.
Cartesian coordinates (Å):
C 1.2047 -2.2438 0.4007  -0.978
C 0.2540 -1.7237 -0.3823  0.124
N -0.8111 -0.9081 -0.0414  0.304
C -1.8193 -0.5461 -1.0412  -1.073
C -1.2404 -0.7092 1.3460  -1.184
H 1.2337 -2.0749 1.4693  0.255
H 1.9908 -2.8565 -0.0272  0.240
H 0.3046 -1.9314 -1.4508  0.230
H -2.6006 -1.3105 -1.0918  0.367
H -2.2830 0.4155 -0.7949  0.338
H -1.3691 -0.4365 -2.0342  0.329
H -0.3867 -0.5692 2.0166  0.325
H -1.8624 0.1878 1.4398  0.351
H -1.8237 -1.5701 1.6886  0.375
N 1.6492 1.8837 0.8675  -0.638
C 0.7950 1.9360 -0.2874  0.104
O 1.1475 3.0809 -1.0254  -0.549
H 1.8454 0.9046 1.0668  0.253
H 2.5309 2.3058 0.5860  0.243
H -0.2544 2.0024 0.0115  0.104
H 0.9468 1.0639 -0.9275  0.164
H 0.5482 3.0992 -1.7888  0.315

## Properties
DFT total energy   -10438.2937 eV
E_LUMO   0.7 eV
HOMO energy   -7.897 eV
SMILES   C=CN(C)C.NCO